No. 1
127
Properties=species:S:1:pos:R:3 method="wB97M-V/def2-TZVPD" orbital_gap_ha=0.40240 total_charge=-1
As 1.00063 -0.49154 -1.07848
F 1.13771 0.80245 -0.02006
F -0.39356 0.25424 -1.71830
F 0.89011 -1.64639 -2.30779
F 2.35872 -1.22592 -0.41939
F 0.02163 -1.42367 -0.08829
F 1.90414 0.40480 -2.19793
O 2.56431 3.52200 -5.49566
S 3.35503 2.92241 -6.50943
O 4.71399 3.26512 -6.68561
O 3.27863 1.36187 -6.31907
C 2.45503 0.85305 -5.19312
C 2.91009 -0.56763 -5.07974
C 2.52403 3.00550 -8.04730
H 1.38567 0.97438 -5.38070
H 2.71192 1.42058 -4.30455
H 2.26268 -1.21375 -4.47533
H 3.93439 -0.60803 -4.73797
H 2.81937 -1.05404 -6.06154
H 2.20764 4.01678 -8.27610
H 1.67672 2.32178 -7.97472
H 3.10965 2.60722 -8.87403
O -1.54752 -5.58079 6.13966
S -2.02553 -4.80619 5.09728
O -2.87647 -3.71969 5.38458
O -0.74516 -4.31776 4.36374
C -0.93657 -3.43710 3.23199
C 0.16486 -2.40394 3.21219
C -2.83393 -5.78754 3.87514
H -1.88417 -2.88817 3.37414
H -1.04407 -3.98970 2.29851
H 1.05926 -2.95633 2.92970
H 0.28531 -1.94423 4.18327
H -0.11774 -1.64651 2.48263
H -2.41061 -6.78949 3.89578
H -2.62439 -5.40347 2.87893
H -3.87930 -5.75264 4.14451
O 4.86640 -0.96039 4.05664
S 3.83973 -0.04932 3.75225
O 2.57300 -0.12166 4.39160
O 4.37543 1.44295 3.90038
C 5.63258 1.68604 4.59867
C 6.83554 1.56480 3.69195
C 3.45412 -0.00349 2.02795
H 5.72948 1.21695 5.57791
H 5.55736 2.74409 4.89943
H 6.93422 0.55186 3.29474
H 7.77625 1.78220 4.21024
H 6.79740 2.26301 2.85350
H 4.33187 0.43526 1.55304
H 2.66529 0.73068 1.94597
H 3.24101 -1.01015 1.72764
O 3.73650 4.27383 6.00316
S 2.44512 4.17586 5.43155
O 1.61274 5.29322 5.38498
O 2.64272 3.60740 4.00522
C 1.79109 4.16882 2.96515
C 2.40698 3.82722 1.59939
C 1.53329 2.85040 6.14119
H 1.65168 5.23533 3.09273
H 0.82012 3.66648 3.03791
H 1.67239 3.33051 0.97568
H 3.20346 3.09250 1.77263
H 2.84593 4.69594 1.12680
H 0.51975 2.97577 5.76189
H 1.51417 2.91084 7.22265
H 1.95961 1.89943 5.82144
O -5.77389 -3.96285 1.00343
S -4.46260 -3.59002 0.78884
O -3.39516 -4.44403 1.20256
O -4.28505 -3.34103 -0.76864
C -2.99602 -3.38930 -1.34695
C -3.17229 -3.38344 -2.82769
C -4.15478 -1.96679 1.40338
H -2.36657 -4.21343 -1.00937
H -2.37379 -2.52127 -1.06848
H -4.03851 -3.98626 -3.12397
H -2.34491 -3.80041 -3.38185
H -3.40350 -2.38866 -3.19662
H -4.81823 -1.25759 0.92628
H -3.11939 -1.76848 1.14694
H -4.31324 -1.96324 2.47785
O -4.21886 1.10225 2.66320
S -2.83592 1.40524 2.85009
O -2.45930 2.68979 3.36136
O -2.20355 0.25840 3.69448
C -1.22072 0.55250 4.76469
C -1.76908 -0.31384 5.89095
C -2.03827 1.14678 1.28556
H -1.25603 1.62683 4.96902
H -0.19287 0.31063 4.48587
H -1.11151 -0.21528 6.76713
H -1.90002 -1.32479 5.53611
H -2.72564 0.08491 6.22326
H -1.74625 0.09450 1.25719
H -1.19807 1.80842 1.33545
H -2.69594 1.24581 0.43861
O -1.05062 3.64643 0.03131
S -1.97355 4.48411 -0.63986
O -2.26449 5.74984 -0.09393
O -1.53377 4.68865 -2.12740
C -0.74558 3.67088 -2.81767
C -1.59893 2.75018 -3.58472
C -3.53208 3.63955 -0.88722
H -0.14482 3.13730 -2.07792
H -0.05920 4.22290 -3.45526
H -2.12202 2.10728 -2.87835
H -0.94299 2.13782 -4.20490
H -2.33034 3.22935 -4.22963
H -4.06039 3.82332 0.04348
H -3.33109 2.59848 -1.06930
H -3.98218 4.14409 -1.72882
O -2.41416 -1.91852 -7.60577
S -2.65957 -2.17633 -6.23016
O -3.99824 -2.05275 -5.73148
O -2.17403 -3.66036 -5.88893
C -0.90515 -4.15708 -6.44679
C 0.07057 -4.45802 -5.34041
C -1.54162 -1.21318 -5.28150
H -0.45492 -3.41136 -7.10855
H -1.16223 -5.01621 -7.05574
H -0.35097 -5.13176 -4.59659
H 0.55455 -3.58853 -4.90815
H 0.95655 -4.99524 -5.73160
H -0.52408 -1.46121 -5.51519
H -1.71332 -1.46802 -4.24393
H -1.79908 -0.17104 -5.41494

No. 2
127
Properties=species:S:1:pos:R:3 method="wB97M-V/def2-TZVPD" orbital_gap_ha=0.37518 total_charge=-1
As 0.38418 -0.68365 0.41480
F -0.43846 -0.06327 1.84477
F 1.43534 0.74759 0.35769
F 1.20739 -1.37493 -1.06586
F -0.39555 -2.24075 0.52338
F -0.89307 0.17263 -0.54398
F 1.73163 -1.43639 1.37810
O 0.64439 -1.89166 6.31216
S 1.10045 -2.99022 5.45143
O 1.77394 -4.24091 5.93731
O -0.18375 -3.51029 4.49138
C 0.05301 -4.46816 3.45051
C 0.37897 -5.95184 3.84810
C 2.16541 -2.27082 4.26396
H 0.82227 -4.02150 2.82056
H -0.88221 -4.41095 2.89355
H 1.34854 -6.03698 4.33881
H 0.39857 -6.56622 2.94796
H -0.27942 -6.37296 4.60790
H 2.76688 -1.62707 4.90576
H 1.49899 -1.63113 3.68534
H 2.77604 -3.04055 3.79201
O -5.31935 -4.97684 -0.36425
S -3.95833 -5.36409 -0.78572
O -3.78152 -6.51930 -1.73049
O -3.20179 -3.98884 -1.49026
C -2.55344 -4.11464 -2.77280
C -1.31269 -3.16373 -2.83090
C -2.97349 -5.49932 0.71529
H -3.19934 -3.84285 -3.60769
H -2.15513 -5.10610 -2.98834
H -0.60974 -3.32568 -2.01375
H -1.58137 -2.11163 -2.92568
H -0.67100 -3.16950 -3.71198
H -1.96244 -5.16793 0.47850
H -3.00587 -6.53555 1.05185
H -3.18739 -4.69624 1.42056
O -0.12659 1.95881 -7.64379
S -1.47211 1.52562 -7.17821
O -1.96171 0.11026 -7.19689
O -1.72190 2.14390 -5.61062
C -2.68744 1.43377 -4.83103
C -2.36836 1.51379 -3.39134
C -2.54074 2.67274 -8.01524
H -2.96957 0.40470 -5.05353
H -3.63827 1.91884 -5.05180
H -1.98962 2.47921 -3.05575
H -1.47680 0.92926 -3.16432
H -3.26243 1.32840 -2.79604
H -2.42978 2.58329 -9.09588
H -2.26617 3.63669 -7.58687
H -3.52789 2.35221 -7.68223
O 1.71736 3.55398 2.79322
S 0.65298 4.14658 1.99397
O -0.69710 4.18055 2.56523
O 1.22520 5.72452 1.60953
C 2.58688 5.89673 1.26391
C 2.65639 6.49428 -0.12119
C 0.58089 3.46357 0.25620
H 3.08026 4.92865 1.17732
H 3.18674 6.40084 2.02163
H 2.27554 5.72284 -0.79046
H 3.71396 6.67195 -0.31636
H 2.02524 7.38171 -0.16824
H -0.10599 2.63306 0.09325
H 1.60988 3.29274 -0.06017
H 0.34548 4.35475 -0.32557
O 0.92387 4.64672 -4.96526
S 1.96025 3.63643 -4.69169
O 3.04303 3.93835 -3.73216
O 1.15081 2.18958 -4.25608
C 1.91612 1.21811 -3.48665
C 1.95372 -0.08720 -4.29006
C 2.63291 2.99200 -6.26202
H 1.46007 1.05908 -2.50950
H 2.91152 1.64880 -3.37808
H 2.41950 -0.88181 -3.70718
H 2.58663 0.19754 -5.13056
H 1.01055 -0.49678 -4.65168
H 2.00818 2.13345 -6.50836
H 3.63399 2.60963 -6.06266
H 2.79974 3.83740 -6.92953
O -2.15327 0.67592 7.57395
S -1.70849 1.51493 6.43593
O -2.71668 2.18805 5.61924
O -0.56686 2.64473 6.97287
C -0.08437 3.61159 6.05860
C 1.25577 4.07585 6.48553
C -0.67167 0.52176 5.28053
H -0.70682 4.50480 6.11167
H -0.26130 3.29766 5.02989
H 1.86996 3.37746 7.05396
H 1.25339 5.10895 6.83310
H 1.85180 4.18005 5.57889
H -1.01964 -0.51065 5.31453
H 0.26297 0.45577 5.83748
H -0.47832 0.92531 4.28662
O 4.88033 -3.54483 2.58810
S 5.87994 -3.73212 1.55058
O 6.73274 -4.91883 1.49718
O 5.24757 -3.47408 0.07014
C 4.15492 -2.62879 -0.00811
C 4.37293 -2.00224 -1.37060
C 6.95569 -2.19246 1.63310
H 4.10169 -1.91060 0.81011
H 3.24388 -3.21887 0.09146
H 5.31369 -1.47459 -1.52766
H 3.60196 -1.25169 -1.54490
H 4.38486 -2.81986 -2.09132
H 7.47080 -2.11216 0.67586
H 7.59969 -2.44608 2.47514
H 6.32988 -1.35078 1.92982
O -5.42120 2.15720 -0.93710
S -5.47653 1.82587 0.47665
O -6.23858 2.48736 1.56413
O -5.66756 0.12884 0.68189
C -5.73575 -0.63936 -0.50869
C -5.73679 -2.06472 -0.08952
C -3.65951 1.94651 1.02846
H -4.90920 -0.34321 -1.15461
H -6.68989 -0.31241 -0.92200
H -6.05247 -2.57746 -0.99812
H -6.55675 -2.18627 0.61829
H -4.84347 -2.50034 0.35805
H -2.99731 1.72783 0.19074
H -3.62046 1.02995 1.61709
H -3.55705 2.83901 1.64574

No. 3
107
Properties=species:S:1:pos:R:3 method="wB97M-V/def2-TZVPD" spin_multiplicity=3 s2=2.003 orbital_gap_ha="0.24871 / 0.14318" total_charge=+1
Pd -3.00484 2.13424 -0.24787
B -0.19413 0.03282 -0.95166
F 0.91588 0.86905 -0.58242
F -0.31592 -0.94577 0.01567
F -1.41474 0.73485 -0.93794
F 0.14211 -0.46871 -2.18093
C -4.02354 -3.41269 -3.10747
C -3.82836 -2.88782 -1.70560
O -3.19262 -1.71024 -1.61451
H -4.17523 -4.48015 -2.94736
H -3.12548 -3.19500 -3.68557
H -4.93256 -3.01787 -3.56123
H -3.11261 -3.61091 -1.31451
H -4.76267 -3.02811 -1.16202
H -2.23789 -1.81008 -1.60280
C 3.78633 -3.51506 2.94719
O 4.88941 -2.70163 2.54997
C 5.08954 -2.62645 1.08242
C 3.83470 -1.95739 0.29536
N 3.48661 -0.58149 0.56711
C 4.08488 0.35838 -0.40222
C 5.59623 0.54297 -0.19044
O 5.98078 1.38915 -1.29281
C 7.37716 1.76889 -1.27506
H 3.91346 -4.54123 2.60235
H 2.85575 -3.18991 2.48201
H 3.53134 -3.44305 4.00450
H 5.31050 -3.66803 0.84923
H 5.99517 -2.12287 0.74426
H 2.97400 -2.57702 0.54705
H 3.90073 -2.07936 -0.78578
H 2.52218 -0.28339 0.53353
H 3.71488 1.36064 -0.18618
H 3.88955 0.15995 -1.45606
H 6.15390 -0.37977 -0.35061
H 5.66404 1.03092 0.78188
H 7.99337 0.87617 -1.38202
H 7.52941 1.99361 -0.21940
H 7.70078 2.56706 -1.94312
C -0.59666 -4.64901 -1.19463
C 0.37717 -4.25004 -2.38294
C -0.36485 -3.53206 -3.46515
O 0.55184 -2.87231 -4.43926
C -0.08079 -2.05027 -5.32158
N 1.52009 -3.58888 -1.79452
H -1.25729 -5.50568 -1.32804
H -1.09421 -3.71421 -0.93635
H 0.01734 -5.01848 -0.37331
H 0.77182 -5.09990 -2.93981
H -0.82710 -2.74902 -2.86408
H -1.10126 -4.22039 -3.87987
H -0.95799 -2.45348 -5.82760
H 0.60860 -1.72717 -6.10161
H -0.45229 -1.19395 -4.75871
H 1.10231 -2.81853 -1.29241
H 2.09650 -3.21547 -2.53507
C 0.53847 4.75464 0.07301
C -0.80618 4.02888 -0.25759
C -0.75033 3.46918 -1.69504
O -2.06328 2.97035 -2.11241
C -2.11833 2.96631 -3.56761
N -1.12139 2.98330 0.72652
H 1.32000 4.13588 -0.36795
H 0.52385 4.85861 1.15795
H 0.64901 5.76720 -0.31506
H -1.65429 4.71084 -0.31863
H 0.00706 2.70495 -1.86946
H -0.61374 4.37028 -2.29293
H -1.58793 3.75492 -4.10135
H -3.14786 3.09580 -3.90137
H -1.92390 1.96352 -3.94801
H -0.26273 2.45152 0.72921
H -0.96533 3.59245 1.51687
C -6.46639 -0.35375 -0.85714
C -5.37721 0.47575 -0.31605
C -4.77630 0.03514 1.02444
O -3.67541 0.87417 1.33123
C -3.33212 0.76898 2.68453
N -4.31878 0.71508 -1.34014
H -6.22991 -1.41556 -0.92598
H -6.93513 -0.06493 -1.79788
H -7.28262 -0.22588 -0.14614
H -5.71099 1.50196 -0.16247
H -4.51327 -1.02022 0.95289
H -5.57579 0.17046 1.75288
H -3.21164 -0.29582 2.88393
H -4.15284 1.13521 3.30130
H -2.40068 1.23316 3.00866
H -4.72364 0.85117 -2.25538
H -3.88684 -0.19134 -1.44935
C 0.75467 3.47739 6.26496
C 1.38482 3.31406 4.83789
C 1.52243 1.89581 4.37881
O 0.31910 1.05078 4.29112
C 0.66878 -0.22709 3.62917
N 0.56655 4.10226 3.93871
H 1.33784 3.01028 7.05858
H -0.23782 3.02789 6.23345
H 0.72207 4.55653 6.41495
H 2.36394 3.78261 4.73846
H 2.18424 1.34190 5.04462
H 2.05064 2.01135 3.43238
H 0.16091 -0.23303 2.66474
H 0.15061 -0.86789 4.34259
H 1.73855 -0.43581 3.64027
H -0.25127 3.52772 4.08418
H 0.28505 4.96724 4.37765

No. 4
135
Properties=species:S:1:pos:R:3 method="wB97M-V/def2-TZVPD" orbital_gap_ha=0.33770 total_charge=-1
N -0.62391 -0.91707 1.55831
S -0.28070 -2.30653 1.26367
O 0.99590 -2.54046 0.59083
O -1.42909 -3.19162 0.91105
F 0.02904 -2.78547 2.78764
S -0.92655 -0.44862 -0.03605
O -2.21496 -0.87040 -0.63484
O 0.27840 -0.16366 -0.83281
F -1.28104 1.04076 0.49150
C -1.43055 6.23782 -0.91662
N -1.34591 6.70473 0.44697
O -0.47322 7.52120 0.71160
O -2.07546 6.29882 1.28082
H -0.38935 6.12764 -1.21969
H -2.02445 6.94644 -1.49390
H -1.85385 5.24305 -0.77752
C -4.76722 -0.08076 3.78975
N -5.64930 -0.04665 4.97277
O -5.62429 -0.95492 5.85244
O -6.28974 0.95873 4.97141
H -4.34344 -1.07910 3.68097
H -3.97438 0.63633 4.00257
H -5.37414 0.21726 2.93480
C 1.00925 -3.42876 -4.20593
N 0.19748 -2.61673 -5.15253
O 0.78262 -2.01019 -6.06971
O -1.03853 -2.72252 -5.10230
H 1.34922 -4.37368 -4.62976
H 0.36181 -3.46211 -3.32968
H 1.81989 -2.74059 -3.96637
O 5.89221 -2.41788 -3.21759
S 7.02524 -2.98709 -2.50797
O 8.17641 -3.62952 -3.18820
O 7.66460 -1.81471 -1.55355
C 6.87716 -0.65179 -1.11210
C 7.90287 0.28893 -0.54149
C 6.35022 -4.04485 -1.18303
H 6.18737 -0.86476 -0.29544
H 6.22499 -0.18159 -1.84810
H 8.43562 -0.03165 0.35378
H 7.38930 1.13737 -0.08929
H 8.58233 0.71083 -1.28206
H 6.34441 -5.06834 -1.55793
H 5.36693 -3.69046 -0.87375
H 7.01567 -3.94063 -0.32606
O -6.35245 -5.99583 -2.82259
S -5.82739 -4.72281 -2.29075
O -6.16105 -3.52825 -3.03540
O -6.30239 -4.65433 -0.64660
C -6.23988 -3.33946 -0.00625
C -7.65739 -3.01462 0.43451
C -4.01500 -4.94384 -2.10963
H -5.71876 -2.53255 -0.52144
H -5.62185 -3.51476 0.87432
H -8.09926 -3.92629 0.83665
H -8.31426 -2.84352 -0.41834
H -7.67109 -2.15898 1.10962
H -3.85279 -5.81891 -1.48031
H -3.63684 -3.98363 -1.75874
H -3.67898 -5.32801 -3.07274
O 5.77389 3.74417 4.48349
S 4.96652 4.66406 3.62943
O 5.57127 5.36469 2.50977
O 3.73109 3.71115 2.97007
C 2.82134 4.27564 2.02207
C 3.26729 3.98893 0.57684
C 4.05600 5.81839 4.80072
H 2.68637 5.34134 2.20692
H 1.81410 3.90365 2.20966
H 3.50442 2.92537 0.55015
H 4.17041 4.49264 0.23220
H 2.41343 4.02829 -0.09953
H 3.47512 6.53336 4.21805
H 4.76894 6.29245 5.47533
H 3.44461 5.20337 5.46106
O -2.29177 2.51634 6.64479
S -1.06852 2.17056 7.38422
O -0.12265 3.22114 7.66227
O -1.49053 1.60497 8.96110
C -2.57273 0.64831 9.01173
C -2.66022 -0.02375 10.41790
C -0.17226 0.71533 6.66690
H -2.25074 -0.17245 8.37082
H -3.50727 0.99729 8.57248
H -3.41831 -0.80217 10.33147
H -3.01444 0.64385 11.20336
H -1.62662 -0.34116 10.55580
H 0.62623 0.98325 5.97500
H -0.93373 0.08212 6.21160
H 0.35079 0.24288 7.49836
O -2.27432 1.71848 -5.87839
S -3.28069 2.21143 -6.81537
O -3.13718 2.18045 -8.25652
O -4.64715 1.38965 -6.47876
C -5.03573 1.24540 -5.13714
C -6.40644 1.83369 -4.83709
C -3.79426 3.89371 -6.29525
H -4.31895 1.77277 -4.50768
H -4.83503 0.19550 -4.92379
H -6.73683 1.68093 -3.80966
H -7.22336 1.32485 -5.34878
H -6.34754 2.87626 -5.14963
H -4.75153 4.07875 -6.78257
H -3.01203 4.57261 -6.63484
H -3.88098 3.95625 -5.21051
O -1.21783 -7.71669 1.41525
S -1.10954 -8.10683 2.80201
O -1.56116 -9.43936 3.22818
O 0.50164 -7.74571 3.31321
C 1.53441 -7.93936 2.40505
C 2.73102 -7.14649 2.78047
C -1.92603 -6.76673 3.79844
H 1.24986 -7.59186 1.41188
H 1.80406 -8.99265 2.32786
H 3.17919 -7.41864 3.73608
H 2.52844 -6.07896 2.86671
H 3.45374 -7.24479 1.97045
H -2.81420 -7.13691 4.31050
H -2.38747 -6.02796 3.14316
H -1.17176 -6.33621 4.45710
O 1.64233 4.61045 -4.88910
S 2.69202 4.32820 -5.83141
O 2.37533 4.35313 -7.26923
O 4.02095 5.29233 -5.55992
C 5.11333 5.20239 -6.48154
C 5.57441 6.62805 -6.92194
C 3.36380 2.68874 -5.36026
H 4.83545 4.57391 -7.32765
H 5.73738 4.55147 -5.86919
H 4.83535 7.06121 -7.59593
H 6.54764 6.52473 -7.40179
H 5.59917 7.22211 -6.00839
H 2.54542 2.02102 -5.09098
H 4.05870 2.93754 -4.55819
H 3.93439 2.28780 -6.19797